Entry 1:
ORCA calculation (ωB97M-V/def2-TZVPD) on a molecular structure, C35H49N2O5S3SeSi2Ti.

XYZ file:
```
98
Properties=species:S:1:pos:R:3
Ti 0.228 0.278 0.044
O 2.003 -0.709 -0.633
S 2.885 -0.984 -1.843
C 2.711 -2.792 -2.161
C 1.822 -3.504 -1.143
C 0.437 -3.837 -1.699
C -0.571 -4.116 -0.593
S -1.406 -2.586 -0.002
O -0.706 -1.473 -0.782
C -2.974 -2.832 -0.795
C -3.116 -2.736 -2.172
C -4.358 -2.983 -2.732
C -5.433 -3.327 -1.919
C -5.277 -3.419 -0.544
C -4.038 -3.166 0.029
C 4.536 -0.986 -1.186
C 5.508 -0.291 -1.888
C 6.811 -0.285 -1.405
C 7.117 -0.957 -0.233
C 6.130 -1.649 0.465
C 4.832 -1.669 -0.012
H 3.727 -3.179 -2.176
H 2.310 -2.865 -3.172
H 1.719 -2.881 -0.252
H 2.314 -4.427 -0.830
H 0.497 -4.717 -2.342
H 0.078 -3.018 -2.324
H -0.093 -4.552 0.286
H -1.367 -4.785 -0.913
H -2.274 -2.442 -2.788
H -4.493 -2.902 -3.802
H -6.401 -3.516 -2.364
H -6.119 -3.674 0.085
H -3.907 -3.208 1.105
H 5.250 0.245 -2.793
H 7.581 0.254 -1.941
H 8.131 -0.947 0.143
H 6.382 -2.177 1.375
H 4.053 -2.208 0.516
C 2.050 3.271 0.878
Si 1.464 2.454 -0.736
C 3.011 2.304 -1.820
C 0.293 3.657 -1.580
C 0.510 5.036 -1.654
C -0.412 5.859 -2.281
C -1.557 5.311 -2.850
C -1.773 3.943 -2.794
C -0.853 3.103 -2.162
Si -0.992 1.228 -2.036
C -2.825 0.818 -2.233
C -0.085 0.423 -3.500
H 2.976 3.826 0.702
H 2.233 2.586 1.706
H 1.296 3.990 1.212
H 3.323 3.318 -2.089
H 2.837 1.766 -2.753
H 3.844 1.840 -1.286
H 1.395 5.478 -1.207
H -0.246 6.928 -2.324
H -2.279 5.956 -3.336
H -2.671 3.531 -3.243
H -3.082 0.880 -3.296
H -3.451 1.542 -1.706
H -3.100 -0.177 -1.890
H -0.484 0.802 -4.446
H -0.219 -0.663 -3.490
H 0.985 0.641 -3.491
C 1.201 -1.581 4.170
S 1.833 -1.522 2.498
C 2.830 -0.048 2.666
O 0.619 -1.144 1.676
H 0.704 -0.633 4.374
H 2.028 -1.760 4.857
H 0.500 -2.413 4.215
H 3.661 -0.281 3.333
H 2.208 0.751 3.069
H 3.219 0.196 1.678
Se -3.499 0.161 0.964
C -3.645 -0.158 2.856
C -4.862 -0.065 3.511
C -4.902 -0.334 4.874
N -3.835 -0.678 5.590
C -2.674 -0.765 4.949
C -2.524 -0.524 3.590
H -5.763 0.212 2.980
H -5.841 -0.267 5.412
H -1.813 -1.041 5.550
H -1.553 -0.609 3.117
N -2.175 3.401 1.438
C -1.406 3.169 2.650
C -0.484 1.971 2.535
O 0.125 1.530 3.486
O -0.382 1.481 1.322
H -2.773 4.211 1.546
H -3.092 1.580 1.098
H -1.575 3.562 0.635
H -2.081 2.967 3.483
H -0.768 4.003 2.970
```

Properties
LUMO = -2.279 eV
total charge = +1
HOMO-LUMO gap = 7.65 eV
spin multiplicity = 1
max |F| = 0.58 eV/A

=====

Entry 2:
ORCA calculation (ωB97M-V/def2-TZVPD) on a single C4H3ClOS molecule at a distorted geometry.

XYZ file:
```
10
Properties=species:S:1:pos:R:3
S -2.346 -1.042 -0.106
C -0.813 -0.323 -0.174
O -0.633 0.991 -0.118
C 0.796 1.230 -0.104
C 1.400 0.110 -0.071
C 0.355 -0.906 -0.285
Cl 0.605 -2.561 -0.063
H -2.841 0.267 0.629
H 0.936 2.351 -0.008
H 2.542 -0.118 0.301
```

Properties
LUMO = 0.371 eV
HOMO-LUMO gap = 8.78 eV
spin multiplicity = 1
max |F| = 6.88 eV/A
structure (SMILES) = Sc1occc1Cl

=====

Entry 3:
ORCA calculation (ωB97M-V/def2-TZVPD) on a molecular structure, C11H25N7Pb.

XYZ file:
```
44
Properties=species:S:1:pos:R:3
Pb 1.159 0.154 1.408
C 1.313 -2.538 -0.583
C 2.093 -1.349 -1.127
N 2.973 -0.740 -0.081
C 4.128 -1.614 0.312
C 4.329 -1.821 1.812
N 3.327 -2.574 2.522
C 2.533 -3.660 1.996
C 1.039 -3.312 1.792
N 0.748 -2.251 0.778
H 0.513 -2.795 -1.277
H 1.948 -3.420 -0.531
H 2.672 -1.652 -2.003
H 1.408 -0.564 -1.461
H 3.381 0.093 -0.503
H 4.052 -2.568 -0.209
H 5.051 -1.157 -0.044
H 5.270 -2.400 1.936
H 4.521 -0.897 2.365
H 3.294 -2.433 3.535
H 2.999 -4.036 1.088
H 2.549 -4.460 2.746
H 0.570 -4.250 1.483
H 0.588 -3.025 2.743
H -0.268 -2.266 0.688
C -3.816 4.299 -0.013
C -4.112 3.531 -1.247
C -5.561 2.750 -1.310
C -2.978 2.898 -2.026
N -1.978 2.203 -1.193
C -0.646 2.332 -1.155
N -0.188 1.390 -0.353
N -1.271 0.698 0.084
N -2.340 1.178 -0.406
H -4.634 4.964 0.260
H -2.897 4.881 -0.130
H -3.648 3.619 0.834
H -4.801 4.108 -1.964
H -5.415 2.250 -0.332
H -5.589 2.108 -2.183
H -6.460 3.365 -1.228
H -2.448 3.699 -2.551
H -3.336 2.193 -2.776
H -0.071 3.072 -1.691
```

Properties
LUMO (alpha / beta) = -15.475 / -15.400 eV
total charge = +4
HOMO-LUMO gap (alpha / beta) = 7.45 / 7.64 eV
spin multiplicity = 1
max |F| = 0.42 eV/A

=====

Entry 4:
ORCA calculation (ωB97M-V/def2-TZVPD) on 5 unconnected molecules or ions with the total composition C18H35BrO6 at a distorted geometry.

XYZ file:
```
60
Properties=species:S:1:pos:R:3
C -1.315 -6.709 3.168
C -0.339 -5.542 3.060
C -1.283 -4.350 3.033
O -2.431 -4.723 3.805
C -2.394 -6.127 4.069
H -0.872 -7.618 3.572
H -1.731 -6.940 2.184
H 0.292 -5.501 3.951
H 0.309 -5.589 2.186
H -1.613 -4.129 2.015
H -0.839 -3.449 3.454
H -2.148 -6.272 5.127
H -3.380 -6.556 3.882
C 4.697 -1.798 0.222
C 5.724 -0.871 0.862
C 5.741 0.296 -0.115
O 4.427 0.377 -0.674
C 3.687 -0.807 -0.333
H 4.251 -2.508 0.917
H 5.161 -2.362 -0.591
H 5.367 -0.538 1.840
H 6.705 -1.325 0.995
H 6.452 0.122 -0.930
H 5.989 1.245 0.363
H 2.943 -0.543 0.415
H 3.172 -1.180 -1.221
C -5.029 4.673 -1.338
C -3.949 4.514 -2.401
C -3.119 3.373 -1.832
O -4.023 2.548 -1.085
C -5.268 3.229 -0.920
H -5.932 5.165 -1.698
H -4.641 5.249 -0.494
H -4.402 4.215 -3.349
H -3.364 5.416 -2.573
H -2.347 3.740 -1.151
H -2.636 2.776 -2.605
H -6.013 2.747 -1.564
H -5.597 3.138 0.116
C 2.392 3.879 -2.538
C 2.278 2.374 -2.322
C 0.940 2.269 -1.607
O 0.130 3.348 -2.087
C 0.948 4.264 -2.823
H 3.070 4.157 -3.344
H 2.736 4.362 -1.620
H 2.230 1.863 -3.287
H 3.097 1.943 -1.752
H 1.057 2.383 -0.523
H 0.430 1.324 -1.804
H 0.711 4.157 -3.887
H 0.711 5.284 -2.517
O 0.954 -1.319 1.322
C -0.049 -1.130 0.807
O -1.139 -1.796 1.212
C -2.336 -1.352 0.637
Br -2.911 0.379 1.317
H -0.107 -0.430 -0.030
H -3.091 -2.053 0.919
H -2.305 -1.291 -0.439
```

Properties
LUMO = 0.733 eV
HOMO-LUMO gap = 9.92 eV
spin multiplicity = 1
max |F| = 5.37 eV/A
structure (SMILES) = C1CCOC1.C1CCOC1.C1CCOC1.C1CCOC1.O=COCBr

=====

Entry 5:
ORCA calculation (ωB97M-V/def2-TZVPD) on 14 unconnected molecules or ions with the total composition C20H68N10O14 at a distorted geometry.

XYZ file:
```
112
Properties=species:S:1:pos:R:3
C -2.828 5.197 -0.067
C -2.705 4.435 1.266
O -2.102 3.121 1.205
H -1.930 5.524 -0.485
H -3.345 6.127 -0.006
H -3.342 4.643 -0.856
H -3.690 4.263 1.699
H -2.123 4.994 2.026
H -2.219 2.704 2.028
C 1.530 -3.294 0.747
C 2.740 -2.555 0.169
O 3.491 -3.443 -0.684
H 0.799 -3.529 0.002
H 0.984 -2.799 1.595
H 1.816 -4.182 1.131
H 3.392 -2.157 0.877
H 2.393 -1.865 -0.582
H 3.622 -3.073 -1.582
C 1.507 2.092 4.410
C 1.024 2.241 2.953
O 2.114 2.032 2.119
H 0.550 2.247 4.980
H 2.217 2.889 4.743
H 1.792 1.076 4.667
H 0.636 3.217 2.731
H 0.190 1.555 2.648
H 1.770 2.115 1.238
C -0.554 -2.927 -3.031
C -1.300 -1.615 -3.263
O -2.100 -1.187 -2.190
H 0.174 -2.990 -3.807
H -1.182 -3.745 -2.871
H 0.005 -2.898 -2.135
H -1.913 -1.856 -4.122
H -0.500 -0.873 -3.417
H -2.587 -0.398 -2.434
C -1.633 -5.319 -0.204
C -2.442 -4.023 -0.120
O -3.156 -4.015 1.019
H -2.243 -6.151 0.056
H -0.814 -5.400 0.510
H -1.341 -5.448 -1.219
H -3.218 -4.147 -0.803
H -1.818 -3.140 -0.165
H -2.952 -3.214 1.463
C 0.732 4.936 -0.145
C 2.082 4.283 -0.418
O 1.819 2.893 -0.635
H -0.024 4.626 -0.903
H 0.816 6.000 0.014
H 0.331 4.729 0.834
H 2.825 4.348 0.373
H 2.463 4.483 -1.411
H 2.445 2.508 -1.214
C 3.413 -1.753 -3.392
O 4.131 -0.653 -3.683
N 2.161 -1.634 -3.157
N 3.974 -2.931 -3.232
H 1.737 -0.709 -3.245
H 1.605 -2.405 -2.885
H 4.982 -3.049 -3.451
H 3.380 -3.797 -3.317
C 0.275 1.749 -3.582
O 1.398 0.951 -3.499
N -0.124 2.585 -2.642
N -0.587 1.625 -4.530
H 0.412 2.877 -1.817
H -0.948 3.219 -2.757
H -0.506 0.914 -5.227
H -1.293 2.352 -4.758
C 2.229 -2.220 4.005
O 2.009 -0.963 3.447
N 1.292 -3.036 4.384
N 3.441 -2.708 4.141
H 0.369 -2.565 4.354
H 1.436 -3.878 4.950
H 4.226 -2.175 3.717
H 3.662 -3.621 4.660
C -3.394 1.797 -2.121
O -4.665 1.848 -1.615
N -3.036 1.226 -3.245
N -2.408 2.172 -1.373
H -3.833 0.912 -3.841
H -2.063 1.327 -3.653
H -2.599 2.468 -0.416
H -1.397 2.048 -1.654
C -1.406 -1.519 3.603
O -2.411 -2.221 2.940
N -0.694 -0.606 3.014
N -1.137 -1.789 4.858
H -0.705 -0.471 1.939
H 0.181 -0.357 3.482
H -1.826 -2.368 5.387
H -0.560 -1.220 5.530
C 3.658 0.421 -0.804
O 4.303 1.393 -1.583
H 3.401 0.703 0.218
H 4.231 -0.471 -0.654
H 2.726 0.217 -1.304
H 4.534 1.067 -2.450
C 0.258 0.120 -0.001
O -0.810 -0.701 0.419
H -0.047 1.160 0.288
H 0.499 -0.042 -1.040
H 1.003 -0.097 0.770
H -1.301 -0.956 -0.426
C -4.082 0.270 1.324
O -5.094 1.137 0.863
H -3.204 0.436 0.676
H -4.362 -0.801 1.303
H -3.789 0.351 2.371
H -4.834 1.348 -0.018
```

Properties
LUMO = -0.278 eV
HOMO-LUMO gap = 8.21 eV
spin multiplicity = 1
max |F| = 8.71 eV/A

=====

Entry 6:
ORCA calculation (ωB97M-V/def2-TZVPD) on a single CH3NO2 molecule at a distorted geometry.

XYZ file:
```
7
Properties=species:S:1:pos:R:3
C -0.285 0.428 0.382
N 0.370 -1.125 -1.478
O 0.416 -0.439 -0.301
O 0.193 0.817 1.564
H -1.224 0.851 0.068
H -0.493 -0.889 -1.987
H 1.023 0.357 1.752
```

Properties
LUMO (alpha / beta) = 0.430 / 0.629 eV
HOMO-LUMO gap (alpha / beta) = 7.89 / 8.70 eV
spin multiplicity = 1
max |F| = 3.22 eV/A